106
Properties=species:S:1:pos:R:3 method="wB97M-V/def2-TZVPD" total_energy_ha=-4048.44990 max_force_ev_per_a=3.96 e_homo_ev=-1.44 gap_ha=0.173 total_charge=-2
K -0.0154 -1.7009 -2.9232
O -3.3528 -1.2584 0.2094
C -2.2803 -1.5251 -0.5095
O -1.9811 -0.9087 -1.5641
C -1.2469 -2.4412 0.1161
C -1.4377 -2.7332 1.4875
C -0.4730 -3.4848 2.1338
C 0.6431 -3.9760 1.3692
C 0.6884 -3.6535 -0.0177
N -0.2107 -2.8769 -0.5894
C 1.8009 -4.1205 -0.9033
O 2.5864 -5.0093 -0.3817
O 1.9144 -3.4812 -2.0109
H -2.3734 -2.4665 1.9388
H -0.6366 -3.7349 3.2232
H 1.5072 -4.5062 1.8539
I 6.4294 -0.8882 -3.0068
C 4.9241 -0.7404 -1.3941
I 2.9831 0.2854 -1.4293
H 5.4488 -0.2837 -0.5527
H 4.6963 -1.7888 -1.2598
C 1.6108 -4.5663 -5.2539
C 0.2646 -4.1817 -5.7729
C -0.7300 -5.1967 -6.0074
C -1.8759 -4.8690 -6.7538
C -1.9275 -3.4947 -7.1894
C -2.5726 -3.0686 -8.3844
C -2.5551 -1.7284 -8.7027
C -1.9683 -0.7274 -7.9376
C -1.2823 -1.0314 -6.7352
S -0.9766 0.1006 -5.5632
C -1.1129 -2.5185 -6.5194
N -0.0367 -2.9007 -5.8287
H 1.6698 -5.6129 -4.8648
H 2.0044 -3.9664 -4.4185
H 2.4159 -4.5671 -6.0480
H -0.4245 -6.1806 -5.7637
H -2.6548 -5.5621 -7.0618
H -2.9985 -3.7640 -9.1121
H -3.0538 -1.3650 -9.6071
H -1.9884 0.2942 -8.2304
C -4.8678 0.1440 3.5695
C -3.3699 -0.1982 3.7755
C -2.4920 0.9707 4.0120
C -2.5414 2.0519 2.9435
C -3.7695 1.7925 2.0545
C -5.0472 1.4932 2.7745
P -0.9646 2.1899 1.8553
C -1.2912 3.3215 0.3445
C -1.6369 2.4289 -0.8211
C -1.6872 3.2463 -2.1351
C -2.5309 4.5308 -1.9986
C -2.9088 4.9997 -0.5589
C -2.0143 4.6127 0.5871
C 0.0024 3.4837 2.8592
C -0.4623 3.7748 4.3236
C 0.5829 4.7178 5.0597
C 2.0450 4.3068 4.9620
C 2.1972 2.9901 4.1838
C 1.5274 3.0955 2.8446
H -5.5197 0.0140 4.4072
H -5.1696 -0.6895 2.9085
H -2.9181 -0.6675 2.8688
H -3.3522 -0.9526 4.5968
H -1.4593 0.6406 4.1792
H -2.8966 1.4973 4.9873
H -2.6480 3.0897 3.3220
H -3.6213 0.9394 1.4001
H -3.9528 2.6499 1.4197
H -5.8682 1.4488 2.0839
H -5.3106 2.3303 3.5125
H -0.2146 3.5371 0.2046
H -2.6537 1.9157 -0.6302
H -0.9274 1.6015 -0.9600
H -2.0458 2.6137 -2.9259
H -0.6634 3.5481 -2.3339
H -3.4811 4.4250 -2.5441
H -2.0560 5.2851 -2.5883
H -3.8954 4.6586 -0.3417
H -2.8839 6.1103 -0.5795
H -2.5783 4.4930 1.5453
H -1.2020 5.3215 0.7177
H 0.0012 4.4198 2.3104
H -0.5738 2.8483 4.9387
H -1.4413 4.2726 4.2782
H 0.2174 4.8190 6.1037
H 0.5538 5.6889 4.5811
H 2.5499 4.2319 5.9366
H 2.5545 5.1483 4.4147
H 1.7266 2.1931 4.7995
H 3.3031 2.7215 4.0958
H 1.5659 2.1648 2.2577
H 2.0498 3.8532 2.2171
N 4.5449 -3.3879 0.8204
C 5.4488 -2.9273 1.7279
C 6.6483 -3.6020 1.9091
C 7.6816 -2.9835 2.5906
C 7.4701 -1.6445 3.0458
C 6.1639 -1.1661 2.9559
N 5.1850 -1.7811 2.3475
H 4.2598 -4.3767 0.7616
H 3.7326 -2.8292 0.9303
H 6.6848 -4.5596 1.4601
H 8.6963 -3.3857 2.6558
H 8.2393 -1.0748 3.5486
H 5.8631 -0.2059 3.3926

110
Properties=species:S:1:pos:R:3 method="wB97M-V/def2-TZVPD" total_energy_ha=-5193.18032 max_force_ev_per_a=0.37 e_homo_ev=-9.73 gap_ha=0.260 total_charge=+1
Au 0.3467 0.5307 0.2813
C -3.0869 -4.3533 1.4596
N -2.9734 -2.9205 1.2523
C -4.2306 -2.2157 1.1417
C -1.7640 -2.3378 0.9608
N -1.5582 -1.3587 0.1164
C -2.3558 -1.1882 -1.0121
C -2.7546 -2.2933 -1.7447
C -3.5173 -2.1953 -2.9153
C -3.8705 -0.9688 -3.3912
C -3.4366 0.2033 -2.7277
C -3.7756 1.4522 -3.3108
C -3.3297 2.6172 -2.7739
C -2.5247 2.5688 -1.6226
C -2.2169 1.3913 -0.9882
N -1.3977 1.5398 0.1792
C -1.7540 2.4278 1.1136
N -3.0434 2.6517 1.4265
C -3.5410 3.9767 1.7564
C -4.0447 1.6162 1.3045
N -0.8270 3.1457 1.7738
C 0.4540 3.5141 1.1918
C -0.9723 3.4538 3.1899
C -2.6592 0.1301 -1.5304
N -0.7183 -2.8298 1.6746
C -0.8468 -3.2233 3.0665
C 0.6419 -2.7709 1.1797
H -3.7954 -4.7686 0.7367
H -3.4457 -4.5925 2.4641
H -2.1234 -4.8327 1.3102
H -4.9237 -2.6364 1.8719
H -4.6829 -2.2949 0.1490
H -4.0786 -1.1738 1.3946
H -2.4631 -3.2726 -1.3848
H -3.8181 -3.0967 -3.4341
H -4.4623 -0.8646 -4.2913
H -4.3834 1.4479 -4.2067
H -3.5690 3.5706 -3.2259
H -2.1313 3.4907 -1.2093
H -2.7826 4.7271 1.5510
H -3.8382 4.0472 2.8047
H -4.4143 4.1838 1.1347
H -3.5356 0.6655 1.2239
H -4.6802 1.7702 0.4279
H -4.6625 1.6140 2.2041
H 0.3944 3.4638 0.1082
H 1.2649 2.8708 1.5349
H 0.6717 4.5456 1.4741
H -1.8085 2.8995 3.6071
H -1.1150 4.5237 3.3557
H -0.0623 3.1408 3.7063
H -1.8560 -3.0330 3.4201
H -0.1556 -2.6329 3.6739
H -0.6080 -4.2811 3.2069
H 0.6434 -2.4981 0.1287
H 1.1111 -3.7521 1.2908
H 1.2394 -2.0372 1.7248
Br 3.5641 -2.4666 -1.4052
C 4.7962 -1.4114 -0.4123
C 6.0922 -1.9024 -0.3579
C 7.0840 -1.1759 0.2810
C 6.7891 0.0560 0.8440
C 5.4986 0.5462 0.7691
C 4.4761 -0.1827 0.1613
C 3.1223 0.4614 0.1812
O 2.9934 1.6726 0.1252
O 2.1287 -0.3793 0.3114
H 6.3208 -2.8499 -0.8247
H 8.0899 -1.5720 0.3232
H 7.5604 0.6336 1.3347
H 5.2454 1.5104 1.1880
O -1.6461 0.1924 2.7971
C -0.4676 0.2902 3.0915
O 0.5126 0.5632 2.2568
C 0.0145 0.1421 4.4976
C -0.9298 -0.0900 5.4879
C -0.5618 -0.2380 6.8267
C 0.7785 -0.1426 7.1090
O 1.3902 -0.2547 8.3168
C 2.7874 -0.0487 8.0836
O 2.9715 0.1253 6.6782
C 1.7255 0.0869 6.1207
C 1.3837 0.2332 4.8049
H -1.9696 -0.1559 5.1979
H -1.2895 -0.4195 7.6045
H 3.3403 -0.9266 8.4170
H 3.1103 0.8517 8.6080
H 2.1227 0.4053 4.0361
C 0.7678 -1.7683 -4.2428
C -0.2178 -0.6048 -4.2522
N 0.3868 0.7018 -3.9674
C 0.8616 1.4993 -5.1046
C 2.3098 1.2218 -5.4829
C 0.6234 1.0826 -2.7080
C 1.1523 2.4542 -2.4369
N 0.3763 0.2859 -1.7036
H 0.2233 -2.7097 -4.3197
H 1.3631 -1.7930 -3.3275
H 1.4610 -1.7121 -5.0808
H -1.0261 -0.7715 -3.5374
H -0.6981 -0.5207 -5.2263
H 0.7154 2.5547 -4.8829
H 0.2034 1.2687 -5.9415
H 2.9824 1.3880 -4.6407
H 2.6151 1.8834 -6.2936
H 2.4428 0.1948 -5.8191
H 0.4479 3.2076 -2.7899
H 2.1048 2.6039 -2.9435
H 1.3334 2.5673 -1.3731
H 0.0749 -0.6509 -1.9340